{"formula": "C31H21Br3N4O5S3W", "method": "wB97M-V/def2-TZVPD", "gap_ev": 5.331, "charge": 2, "max_force_ha_per_bohr": 0.0314, "homo_ev": -13.2, "de_lowest_kj_mol": 93.9, "species": ["W", "S", "C", "S", "C", "H", "C", "H", "H", "H", "H", "O", "H", "N", "H", "C", "C", "C", "C", "C", "C", "C", "H", "H", "Br", "C", "N", "C", "H", "C", "H", "Br", "H", "C", "C", "C", "C", "C", "C", "O", "H", "C", "H", "C", "C", "N", "H", "H", "H", "C", "C", "C", "Br", "C", "O", "O", "N", "H", "H", "H", "C", "C", "C", "O", "C", "C", "S", "H"], "xyz": [[0.360, -0.265, -0.169], [1.659, -2.218, 0.249], [0.597, -5.432, -2.827], [-3.446, -0.772, -1.017], [0.115, -4.161, -3.062], [-0.783, 7.048, 1.080], [-1.021, -1.302, 2.257], [-1.518, 4.726, 0.701], [1.674, -6.673, -1.443], [6.197, 0.864, -2.240], [3.270, 5.853, 0.314], [0.798, 1.591, 0.052], [-1.330, -0.861, 5.592], [-0.233, -0.232, 1.933], [5.720, 0.727, 0.210], [4.938, 0.606, -0.524], [-0.063, 6.282, 0.831], [3.641, 0.372, -0.125], [4.143, 0.528, -2.773], [2.873, 0.302, -2.280], [-2.159, -3.206, 1.350], [0.452, 3.977, 0.299], [-0.028, 1.161, 4.963], [0.412, -6.224, -3.539], [-2.778, -3.271, 5.461], [-1.407, -2.079, 1.154], [2.611, 0.219, -0.965], [-2.545, -3.549, 2.665], [0.674, 1.492, 2.620], [5.192, 0.683, -1.884], [1.630, 7.610, 0.890], [-2.648, -4.290, -0.090], [4.298, 0.588, -3.840], [-0.472, 4.990, 0.620], [-2.209, -2.775, 3.740], [-0.070, 2.643, 0.072], [1.294, 6.595, 0.724], [-5.161, -0.170, -1.091], [-1.428, -1.598, 3.569], [-1.032, -1.587, -0.049], [-0.469, -3.952, -3.948], [1.814, 4.309, 0.190], [2.082, -4.865, 0.157], [-0.313, 0.432, 4.219], [2.218, 5.623, 0.408], [-1.502, 1.000, -0.332], [2.376, 2.544, -0.242], [-3.133, -4.445, 2.810], [-4.961, 1.190, -2.764], [-5.142, 1.215, -1.690], [1.530, -4.660, -0.750], [1.083, -3.359, -0.985], [3.230, 0.245, 1.716], [-0.334, -1.877, -2.551], [0.280, -0.676, -1.949], [2.781, 3.416, -0.143], [-1.300, 2.364, -0.139], [-6.070, 1.751, -1.496], [-5.572, -0.169, -0.082], [2.028, 0.195, -2.942], [0.347, -3.113, -2.158], [-1.041, -0.686, 4.564], [1.301, -5.680, -1.656], [-1.253, -1.677, -3.254], [0.080, 0.632, 2.900], [-2.754, 0.779, -0.709], [-3.803, 2.145, -0.898], [-5.718, -0.877, -1.704]], "forces_ev_per_angstrom": [[0.96, 0.58, -1.16], [0.03, -0.08, 0.06], [0.01, 0.03, 0.03], [-0.06, 0.16, -0.03], [0.03, 0.01, 0.05], [0.00, 0.00, 0.00], [-0.04, -0.07, -0.12], [0.00, -0.01, 0.00], [0.00, 0.00, 0.00], [0.01, 0.00, 0.01], [0.00, 0.00, 0.00], [0.05, -0.08, 0.15], [0.00, 0.01, 0.00], [-0.20, 0.04, 0.38], [-0.01, -0.01, 0.01], [0.05, 0.02, 0.05], [0.04, 0.05, 0.00], [-0.28, -0.07, 0.01], [-0.01, 0.01, 0.01], [-0.02, 0.10, 0.00], [0.21, 0.18, 0.05], [0.04, 0.23, 0.15], [0.00, 0.00, 0.00], [0.00, 0.00, 0.00], [0.00, 0.00, -0.05], [-0.23, 0.04, 0.14], [0.18, -0.03, 0.10], [-0.09, -0.12, 0.08], [0.00, 0.00, -0.02], [-0.02, 0.00, -0.02], [0.00, 0.01, 0.00], [-0.01, -0.02, -0.05], [-0.03, 0.00, 0.00], [0.01, -0.07, -0.02], [0.01, 0.02, 0.04], [-0.46, -0.30, -0.04], [-0.04, -0.02, 0.01], [0.02, -0.02, 0.00], [0.02, -0.03, -0.28], [-0.21, -0.31, 0.20], [0.00, 0.01, 0.00], [-0.14, -0.01, 0.03], [0.00, 0.01, 0.00], [-0.08, -0.05, 0.19], [0.09, -0.08, -0.04], [0.19, 0.11, -0.24], [0.12, 0.16, 0.00], [0.00, 0.00, 0.01], [0.01, 0.02, 0.01], [0.04, -0.03, 0.00], [0.05, -0.05, 0.08], [-0.03, 0.01, 0.01], [0.06, 0.00, -0.10], [0.23, 0.60, 0.37], [-0.48, -0.28, 0.46], [-0.06, -0.09, 0.00], [0.20, -0.02, 0.15], [0.00, 0.00, 0.01], [0.03, -0.02, 0.02], [0.01, -0.01, -0.04], [-0.17, -0.29, -0.22], [0.08, 0.12, 0.05], [-0.03, 0.02, -0.04], [0.01, -0.22, -0.17], [0.05, -0.08, -0.29], [-0.18, 0.03, 0.10], [0.02, -0.07, -0.07], [0.00, 0.00, -0.01]]}



{"formula": "C31H21N5O4V", "method": "wB97M-V/def2-TZVPD", "gap_ev": [5.878, 5.734], "charge": 0, "spin_multiplicity": 4, "max_force_ha_per_bohr": 0.0871, "s2": 3.7617, "homo_ev": [-7.6, -7.6], "de_lowest_kj_mol": 0.0, "species": ["C", "H", "C", "C", "H", "O", "H", "H", "C", "C", "H", "H", "C", "C", "C", "C", "C", "N", "H", "C", "C", "C", "C", "C", "N", "C", "H", "H", "C", "H", "H", "O", "H", "C", "N", "C", "H", "C", "C", "C", "N", "H", "C", "C", "H", "V", "H", "C", "O", "H", "C", "C", "O", "H", "C", "C", "C", "H", "C", "H", "H", "N"], "xyz": [[14.154, 10.919, 6.696], [16.293, 10.812, 6.387], [11.285, 20.298, 7.959], [10.057, 19.585, 7.813], [13.470, 19.970, 8.046], [12.101, 12.721, 5.832], [5.528, 17.087, 7.302], [13.880, 11.719, 6.001], [9.337, 10.262, 7.045], [13.224, 9.054, 8.004], [11.256, 10.665, 9.713], [14.609, 7.501, 8.568], [14.466, 8.479, 8.092], [15.828, 16.748, 8.311], [8.889, 17.274, 7.855], [11.722, 10.963, 7.484], [12.374, 18.181, 8.096], [9.176, 15.947, 7.935], [7.341, 9.460, 6.632], [11.025, 12.555, 9.087], [7.582, 17.734, 7.513], [8.139, 15.088, 8.053], [10.648, 10.205, 6.643], [15.570, 9.148, 7.566], [11.303, 13.358, 7.900], [6.540, 16.824, 7.570], [9.072, 20.075, 7.659], [10.536, 8.172, 3.952], [10.180, 8.704, 4.841], [8.112, 8.065, 4.721], [15.061, 18.744, 8.532], [10.403, 12.941, 10.066], [8.394, 14.057, 8.312], [11.067, 9.495, 5.509], [13.130, 15.995, 7.903], [13.079, 10.312, 7.402], [13.786, 14.028, 7.768], [8.824, 8.704, 5.219], [11.722, 12.448, 6.961], [6.830, 15.492, 7.952], [11.194, 17.482, 8.052], [16.866, 17.013, 8.422], [14.818, 17.686, 8.329], [11.356, 21.751, 7.995], [12.319, 8.525, 8.349], [11.117, 15.442, 7.918], [16.173, 14.579, 8.279], [10.037, 18.200, 7.936], [12.517, 22.213, 7.868], [8.990, 10.927, 7.847], [8.379, 9.482, 6.303], [15.428, 10.320, 6.836], [10.341, 22.470, 8.011], [6.089, 14.754, 8.212], [14.149, 15.071, 7.973], [15.467, 15.376, 8.142], [12.448, 19.546, 8.043], [16.534, 8.714, 7.680], [13.513, 17.279, 8.030], [12.112, 9.519, 5.143], [7.461, 18.762, 7.359], [11.391, 11.235, 8.882]], "forces_ev_per_angstrom": [[-0.43, -1.43, 0.87], [-0.19, -0.31, 0.03], [-1.54, -2.32, 0.00], [-0.50, 0.05, 0.45], [-1.19, 0.35, 0.02], [-0.45, 0.21, 0.13], [-0.08, 0.21, 0.19], [0.67, -0.05, 0.55], [-1.70, -0.87, -1.21], [-0.76, 0.42, -0.04], [0.09, -0.43, -0.87], [-0.12, 0.46, -0.20], [0.59, -0.44, 0.14], [-0.64, -1.51, -0.14], [-1.41, 0.20, -1.38], [-0.41, 0.81, -0.12], [-1.78, -0.95, -0.85], [-2.03, 0.74, 0.58], [0.23, 0.03, -0.25], [-0.84, 0.14, -1.49], [1.24, -2.01, 1.33], [0.30, 0.16, 0.28], [1.27, 0.57, 0.95], [-0.44, 0.22, -0.19], [-0.20, -2.60, 1.40], [0.48, -0.92, 0.07], [1.18, 0.20, 0.25], [-0.35, -0.01, 0.40], [-1.01, 0.09, -0.78], [-0.06, -0.03, -0.21], [-0.33, -0.73, -0.25], [0.78, 0.47, -0.21], [0.02, 0.31, -0.26], [0.84, 0.12, 0.35], [3.35, -0.91, -0.06], [0.88, 0.17, -0.94], [0.64, 1.06, 0.53], [-0.04, 0.28, 0.97], [0.53, 0.39, -0.24], [0.01, 0.58, -0.14], [0.02, 2.39, 0.17], [0.09, 0.14, 0.22], [0.41, 0.43, -0.58], [0.89, 4.24, -1.15], [0.56, 0.34, 0.04], [1.05, -0.44, 0.15], [0.30, -0.12, -0.31], [1.69, -0.62, -0.35], [0.57, -0.94, 0.35], [0.34, -0.53, -0.16], [1.42, 0.27, 0.23], [-0.76, 0.71, -0.18], [-1.09, -1.34, 0.41], [-0.37, 0.11, -0.37], [-1.96, -0.94, -0.97], [0.28, 1.52, 0.59], [1.03, -0.07, 0.18], [0.69, -0.27, 0.05], [-0.08, -0.28, 1.48], [-0.70, 0.11, 0.59], [-0.41, 1.21, -0.38], [-0.58, 1.37, 0.32]]}



{"formula": "C31H21N5O8PRhSe2", "method": "wB97M-V/def2-TZVPD", "gap_ev": [6.509, 5.504], "charge": 0, "spin_multiplicity": 5, "max_force_ha_per_bohr": 0.0088, "s2": 6.0255, "homo_ev": [-7.6, -8.4], "de_lowest_kj_mol": 87.5, "species": ["O", "H", "C", "O", "C", "N", "H", "H", "H", "C", "H", "H", "Se", "C", "C", "H", "C", "H", "P", "H", "H", "C", "N", "C", "C", "H", "C", "H", "C", "H", "H", "Se", "C", "C", "O", "C", "C", "C", "C", "C", "C", "C", "C", "C", "C", "C", "H", "Rh", "H", "O", "N", "O", "H", "C", "H", "H", "N", "C", "O", "C", "C", "N", "H", "O", "C", "C", "H", "O", "C"], "xyz": [[1.576, 0.744, 0.338], [0.375, 3.111, 5.814], [-2.094, -2.600, 2.510], [1.580, -1.609, -4.067], [2.525, 2.894, -3.480], [-0.548, 2.045, -1.679], [-0.301, 5.365, -1.420], [0.551, 3.235, -0.423], [1.051, -2.879, 3.734], [0.247, -4.622, -0.753], [1.972, 2.038, -5.383], [-2.779, -1.891, 2.060], [2.748, -0.707, 2.990], [1.133, -3.914, 0.038], [-0.646, 4.412, -1.795], [2.321, -0.645, -2.056], [-0.581, -2.554, -1.590], [1.827, -4.410, 0.702], [-0.088, -0.548, 2.596], [-2.699, 2.945, -4.066], [-2.585, -0.520, 4.246], [-1.514, -1.755, -2.486], [-1.293, -0.406, -2.358], [-1.900, 0.566, -3.107], [-1.562, 4.329, -2.832], [-3.518, -4.193, 2.406], [-1.671, -4.833, 3.293], [-1.335, -4.426, -2.232], [-1.982, 3.083, -3.270], [-2.005, -5.850, 3.451], [1.126, 1.614, 4.000], [-1.565, 0.273, 1.009], [2.802, 2.711, -2.134], [-1.932, 0.275, 4.586], [-2.680, 0.446, -4.021], [-0.809, -2.208, 2.879], [1.125, -2.529, -0.017], [0.147, 1.480, 4.445], [2.680, 1.440, -1.597], [-2.520, -3.905, 2.708], [-0.162, 3.242, -1.237], [-0.683, 0.460, 3.995], [2.181, 1.867, -4.339], [-0.274, 2.316, 5.470], [-1.456, 1.957, -2.667], [-2.345, 1.102, 5.614], [0.233, -5.703, -0.726], [0.034, 0.174, -0.983], [-1.950, 5.228, -3.292], [3.634, 1.583, 0.593], [1.747, -0.543, -4.627], [-2.322, -2.320, -3.183], [0.277, -5.171, 4.128], [-0.624, -3.933, -1.585], [3.065, 3.551, -1.508], [1.781, -1.915, 0.589], [2.551, 4.272, -4.024], [-1.515, 2.128, 6.055], [1.619, -0.341, -5.812], [2.691, 1.235, -0.089], [0.040, -3.153, 3.456], [0.278, -1.875, -0.810], [-3.314, 0.951, 6.070], [2.398, 4.405, -5.218], [2.120, 0.607, -3.773], [2.346, 0.371, -2.430], [-1.840, 2.777, 6.857], [2.702, 5.176, -3.228], [-0.392, -4.453, 3.671]], "forces_ev_per_angstrom": [[0.01, -0.22, 0.08], [0.01, 0.01, 0.01], [-0.07, 0.02, -0.08], [0.00, -0.02, -0.09], [0.04, 0.19, -0.10], [0.00, -0.12, 0.12], [0.01, 0.02, -0.01], [-0.01, 0.03, 0.02], [-0.01, 0.03, -0.02], [-0.06, -0.04, -0.04], [-0.01, 0.00, 0.00], [0.02, 0.01, 0.01], [0.06, 0.04, -0.03], [0.05, 0.11, 0.05], [0.06, -0.04, 0.05], [-0.03, 0.03, -0.04], [-0.01, -0.02, -0.01], [0.00, -0.02, 0.00], [-0.19, 0.12, -0.11], [-0.01, 0.01, -0.01], [0.02, 0.00, -0.02], [-0.02, -0.16, -0.06], [0.20, 0.06, 0.15], [-0.03, 0.15, -0.12], [-0.03, 0.01, -0.04], [-0.01, 0.00, 0.00], [-0.03, -0.01, -0.02], [-0.02, -0.01, -0.02], [0.05, -0.04, 0.01], [0.00, 0.00, 0.00], [0.00, 0.00, -0.01], [0.14, -0.03, -0.05], [-0.02, -0.14, -0.01], [-0.05, -0.07, 0.03], [-0.04, -0.03, 0.02], [0.03, 0.00, 0.02], [-0.04, -0.06, -0.01], [0.03, 0.06, -0.02], [-0.02, -0.07, 0.00], [0.03, -0.03, 0.02], [-0.05, 0.01, -0.08], [0.01, -0.13, 0.06], [0.03, -0.10, 0.23], [0.02, 0.03, 0.01], [0.05, 0.00, -0.01], [0.05, 0.07, 0.01], [0.00, -0.02, 0.00], [-0.38, 0.12, 0.22], [0.00, 0.01, 0.00], [0.03, -0.06, -0.03], [-0.02, 0.11, 0.18], [-0.01, 0.01, -0.01], [0.01, -0.01, 0.01], [0.04, 0.04, 0.05], [0.01, 0.03, -0.02], [0.03, -0.04, 0.01], [-0.04, -0.16, 0.12], [-0.04, -0.03, 0.00], [0.01, -0.04, -0.05], [-0.07, 0.25, -0.16], [0.03, -0.05, 0.06], [0.08, 0.14, -0.07], [-0.02, 0.00, 0.02], [0.01, 0.06, -0.02], [-0.02, -0.10, -0.19], [0.19, 0.04, 0.01], [0.00, 0.01, 0.02], [0.01, 0.05, -0.06], [0.00, 0.00, 0.00]]}



{"formula": "C31H22AuCl8O2P2Si", "method": "wB97M-V/def2-TZVPD", "gap_ev": [5.083, 5.075], "charge": 1, "max_force_ha_per_bohr": 0.0270, "homo_ev": [-11.2, -11.2], "de_lowest_kj_mol": 294.9, "species": ["C", "H", "H", "C", "Cl", "C", "C", "C", "C", "P", "C", "H", "H", "H", "C", "C", "C", "C", "H", "Cl", "H", "C", "C", "Si", "C", "H", "C", "H", "Cl", "C", "O", "C", "C", "H", "H", "C", "C", "H", "Cl", "Cl", "C", "C", "C", "H", "Cl", "H", "Cl", "Au", "C", "H", "H", "C", "C", "H", "O", "C", "C", "C", "H", "H", "H", "Cl", "P", "H", "C", "H", "C"], "xyz": [[-2.059, 0.527, 5.866], [-2.770, -1.297, -2.123], [0.677, -0.725, 7.422], [-5.421, -3.612, -0.538], [3.963, -0.890, -4.361], [0.139, -6.649, -0.122], [-4.780, -2.055, -2.262], [4.803, 0.374, -0.646], [2.801, -3.399, 1.461], [-0.328, -1.062, 2.585], [-1.034, -5.028, 1.211], [-1.405, 0.514, 7.906], [-2.147, -2.690, 2.609], [3.558, -3.407, 0.687], [0.849, -3.407, 3.438], [-1.857, -1.869, 1.953], [-3.530, -1.923, -1.676], [2.402, 0.394, -0.904], [1.185, -1.440, 5.118], [6.487, -0.426, -2.588], [-0.087, -3.690, -1.756], [-0.522, -6.306, 1.048], [-5.725, -2.893, -1.687], [-1.549, 2.114, -0.411], [-0.015, -0.495, 6.623], [-2.662, -1.133, 1.918], [-0.876, -4.087, 0.200], [0.527, -7.651, -0.246], [-1.715, 2.767, -2.310], [-3.235, -2.620, -0.509], [-0.743, -1.455, -0.533], [0.295, -5.712, -1.136], [2.747, -4.430, 2.386], [-2.459, 0.378, 3.764], [-0.638, -7.035, 1.839], [-1.785, 0.118, 4.573], [2.557, -0.071, -2.205], [0.810, -5.980, -2.048], [-3.213, 1.119, 0.164], [3.356, 1.185, 1.488], [-4.175, -3.482, 0.050], [1.771, -4.437, 3.375], [-0.632, -0.619, 4.307], [-1.553, -4.773, 2.127], [1.108, -0.322, -3.113], [-6.701, -2.994, -2.143], [-1.237, 3.661, 0.839], [0.382, 0.686, -0.368], [-0.211, -4.433, -0.977], [3.473, -5.232, 2.347], [1.919, -1.549, 0.813], [0.916, -2.359, 2.519], [1.890, -2.356, 1.529], [-3.930, -4.054, 0.939], [-0.013, 0.203, 1.832], [0.268, -0.907, 5.329], [-1.180, 0.208, 6.893], [3.530, 0.625, -0.126], [-2.956, 1.094, 6.077], [-6.159, -4.281, -0.114], [1.731, -5.242, 4.097], [6.194, 0.649, 0.313], [-1.592, -2.431, 0.217], [-5.018, -1.512, -3.167], [4.933, -0.106, -1.953], [0.077, -3.417, 4.200], [3.805, -0.329, -2.752]], "forces_ev_per_angstrom": [[-0.05, 0.04, -0.01], [-0.01, 0.08, -0.01], [0.00, 0.01, -0.01], [-0.03, -0.04, 0.02], [0.04, -0.07, -0.09], [-0.02, 0.02, 0.00], [-0.05, -0.04, 0.00], [-0.19, -0.02, 0.21], [0.07, -0.04, -0.04], [-0.27, -0.46, 0.50], [-0.05, 0.07, -0.03], [0.03, 0.01, 0.00], [-0.01, 0.01, 0.02], [-0.01, 0.03, 0.01], [-0.02, -0.05, -0.04], [0.47, 0.04, -0.37], [0.07, 0.02, 0.02], [-0.39, 0.66, -0.31], [-0.01, 0.00, 0.03], [0.04, 0.01, -0.02], [0.02, -0.03, -0.01], [-0.02, -0.07, 0.08], [0.00, 0.03, -0.05], [0.17, 0.08, 0.17], [0.03, -0.01, 0.06], [-0.01, -0.02, 0.07], [-0.02, 0.24, 0.00], [0.02, 0.01, 0.00], [0.26, -0.34, 0.14], [0.22, 0.06, 0.06], [0.03, 0.37, -0.31], [0.02, -0.04, 0.00], [0.02, 0.00, 0.01], [-0.04, 0.02, 0.05], [-0.01, 0.00, -0.02], [0.00, -0.07, 0.03], [0.31, 0.08, 0.13], [0.00, 0.01, 0.00], [0.20, -0.12, -0.08], [-0.06, 0.09, 0.09], [0.02, 0.06, 0.06], [-0.05, 0.01, 0.05], [-0.02, -0.16, -0.35], [0.02, -0.04, 0.02], [0.03, -0.07, -0.50], [0.01, -0.01, 0.01], [0.28, -0.33, -0.08], [-0.49, -0.44, 1.22], [0.05, 0.08, 0.00], [-0.01, 0.00, -0.04], [0.07, 0.05, -0.08], [-0.18, 0.23, 0.14], [-0.08, 0.02, 0.03], [-0.05, -0.02, 0.00], [-0.19, 0.62, -0.73], [-0.01, 0.05, -0.01], [0.00, -0.01, -0.03], [0.29, -0.13, -0.46], [0.00, -0.01, -0.01], [0.02, 0.00, 0.03], [0.00, 0.00, -0.02], [0.11, -0.02, 0.03], [-0.50, -0.45, 0.35], [0.03, 0.00, 0.00], [-0.02, 0.01, -0.06], [0.05, -0.03, 0.02], [-0.12, -0.05, 0.09]]}



- charge of number 1 (C31H21Br3N4O5S3W)?
  +2



- charge of number 4 (C31H22AuCl8O2P2Si)?
  +1



- Among the records above, which one has the highest charge?
  C31H21Br3N4O5S3W